Entry from the Open Molecules 2025 dataset: the molecule C20H20N6S in a non-equilibrium geometry (wB97M-V/def2-TZVPD).

Last column: natural (NBO) charge in e.
CARTESIAN COORDINATES (ANGSTROEM)
C (5.6107, -3.3498, -4.1477)  -0.391
N (4.6884, -2.3906, -3.4907)  -0.461
C (3.4832, -2.0117, -4.2614)  -0.223
C (2.4254, -0.9843, -3.7816)  -0.200
N (2.4062, -0.9093, -2.2265)  -0.451
C (1.2127, -0.7236, -1.4605)  0.391
C (-0.0197, -0.9289, -2.0625)  -0.268
C (-1.2609, -0.8041, -1.3269)  -0.133
C (-1.1165, -0.2832, 0.0125)  -0.148
C (-2.4818, 0.0252, 0.7286)  0.205
C (-2.4396, 0.8950, 1.8219)  -0.037
N (-3.6469, 1.3416, 2.3029)  -0.313
C (-3.9223, 2.2283, 3.2918)  0.078
C (-3.0392, 3.0985, 4.2382)  -0.084
C (-3.4166, 3.3860, 5.6174)  -0.257
C (-2.5882, 4.3428, 6.1957)  -0.391
S (-1.1267, 4.5898, 5.2975)  0.417
C (-1.8093, 3.6704, 3.9352)  -0.389
C (-5.2733, 2.0858, 3.4783)  -0.037
N (-5.8959, 1.0724, 2.7000)  -0.434
C (-4.9182, 0.7147, 1.8507)  0.279
C (-4.9133, -0.1119, 0.6130)  0.064
N (-3.7184, -0.4541, 0.1917)  -0.442
C (0.1289, 0.0606, 0.5032)  0.042
N (1.2501, -0.2346, -0.2055)  -0.475
C (3.6649, -1.1238, -1.4327)  -0.223
C (4.4168, -2.3701, -2.0204)  -0.224
H (6.5978, -2.9846, -3.9071)  0.197
H (5.5462, -4.3392, -3.7224)  0.177
H (5.4608, -3.3038, -5.1550)  0.201
H (2.9431, -2.9688, -4.4026)  0.156
H (3.8349, -1.5765, -5.2253)  0.197
H (1.4740, -1.2143, -4.2848)  0.219
H (2.7521, -0.0342, -4.2629)  0.190
H (-0.0683, -1.1738, -3.0694)  0.198
H (-2.1580, -1.0583, -1.8701)  0.240
H (-1.5004, 1.0906, 2.2368)  0.216
H (-4.2328, 3.1319, 6.2187)  0.233
H (-2.5950, 4.7438, 7.2425)  0.244
H (-1.3225, 3.6981, 2.9597)  0.241
H (-5.7645, 2.5747, 4.2530)  0.199
H (-5.7875, -0.5143, 0.2186)  0.214
H (0.1069, 0.3961, 1.5245)  0.185
H (3.6195, -1.1510, -0.3087)  0.252
H (4.3081, -0.2887, -1.5746)  0.186
H (5.3185, -2.6234, -1.4076)  0.204
H (3.7667, -3.2353, -1.8255)  0.156

Properties
**Calculated total energy**: -40835.8359 eV
**Total charge**: 0
**Relative energy (zero: lowest compared OMol25 entry of this formula, charge and spin)**: 87.47 kcal per mole
**SMILES string**: CN1CCN(c2ccc(-c3cn4c(-c5ccsc5)cnc4cn3)cn2)CC1
**Orbital gap**: 7.685 eV
**Molar mass**: 376.49 g/mol
**LUMO**: 0.1 eV



Entry from the Open Molecules 2025 dataset: a structure of composition C21H23AsO7P2RuS4Sb (wB97M-V/def2-TZVPD).

Last column: natural (NBO) charge in e.
CARTESIAN COORDINATES (ANGSTROEM)
Ru (0.0081, -0.1066, 0.7018)  0.882
S (4.5281, 0.6979, 0.5994)  -0.608
As (3.2067, -0.8539, 0.9302)  0.945
S (1.5445, -0.1109, 2.3224)  -0.278
S (1.5414, -0.8410, -0.7136)  -0.229
S (3.6174, -2.8400, 1.3019)  -0.586
O (-3.6757, 1.2870, 2.7270)  -0.984
P (-2.7739, 0.8497, 1.4786)  2.563
O (-1.4108, 0.4682, 2.0795)  -1.089
O (-2.8195, 1.8353, 0.3786)  -1.153
O (-3.4820, -0.5441, 1.0736)  -1.084
P (-2.6268, -1.6770, 0.2823)  2.552
O (-1.7862, -2.4002, 1.4348)  -1.009
O (-3.5314, -2.5665, -0.4449)  -1.100
O (-1.5184, -0.8848, -0.4422)  -1.099
H (-4.2448, 2.0184, 2.4623)  0.506
H (-2.2783, -3.0446, 1.9525)  0.512
C (2.7357, 2.5354, -2.0573)  -0.656
C (3.0197, 3.5086, -0.9484)  0.004
C (4.2256, 4.2007, -0.9198)  -0.205
C (4.5140, 5.1070, 0.0882)  -0.200
C (3.5857, 5.3480, 1.0879)  -0.227
C (2.3761, 4.6672, 1.0728)  -0.219
C (2.0893, 3.7448, 0.0699)  -0.390
Sb (0.2028, 2.7217, 0.0642)  1.352
C (-0.6825, 3.7141, 1.7416)  -0.384
C (-0.0823, 3.3399, 2.9436)  -0.212
C (-0.5530, 3.8033, 4.1618)  -0.223
C (-1.6512, 4.6476, 4.1813)  -0.202
C (-2.2581, 5.0108, 2.9898)  -0.220
C (-1.8004, 4.5556, 1.7534)  -0.008
C (-2.5268, 4.9824, 0.5070)  -0.643
C (-0.4963, 3.6946, -1.7120)  -0.420
C (-0.1808, 5.0399, -1.8692)  -0.221
C (-0.5538, 5.7229, -3.0174)  -0.225
C (-1.2350, 5.0444, -4.0161)  -0.203
C (-1.5297, 3.6972, -3.8673)  -0.249
C (-1.1645, 2.9939, -2.7206)  0.097
C (-1.4764, 1.5309, -2.5913)  -0.681
H (3.6152, 2.3870, -2.6823)  0.221
H (1.9131, 2.8867, -2.6850)  0.223
H (2.4667, 1.5583, -1.6500)  0.241
H (4.9566, 4.0115, -1.6972)  0.206
H (5.4666, 5.6222, 0.0929)  0.205
H (3.7995, 6.0562, 1.8784)  0.207
H (1.6494, 4.8626, 1.8503)  0.219
H (0.7639, 2.6596, 2.9355)  0.226
H (-0.0753, 3.4906, 5.0810)  0.213
H (-2.0459, 5.0119, 5.1215)  0.206
H (-3.1266, 5.6603, 3.0122)  0.200
H (-3.4962, 5.4091, 0.7665)  0.205
H (-2.6925, 4.1319, -0.1513)  0.255
H (-1.9644, 5.7424, -0.0383)  0.218
H (0.3707, 5.5539, -1.0889)  0.217
H (-0.3084, 6.7711, -3.1327)  0.208
H (-1.5326, 5.5618, -4.9199)  0.206
H (-2.0513, 3.1714, -4.6585)  0.207
H (-1.9967, 1.1581, -3.4732)  0.214
H (-2.0989, 1.3410, -1.7158)  0.273
H (-0.5616, 0.9427, -2.4757)  0.224

Properties
**Calculated total energy**: -168370.6014 eV
**Total charge**: -1
**Relative energy (zero: lowest compared OMol25 entry of this formula, charge and spin)**: 0.00 kcal per mole
**Orbital gap (spin up / spin down)**: 7.637 / 5.903 eV
**Molar mass**: 875.38 g/mol
**LUMO (spin up / spin down)**: 2.2 / 0.2 eV
**2S+1**: 5



Entry from the Open Molecules 2025 dataset: the molecule C3H2ClFO in a non-equilibrium geometry (wB97M-V/def2-TZVPD).

Last column: natural (NBO) charge in e.
CARTESIAN COORDINATES (ANGSTROEM)
O (-0.6160, -1.4181, 1.7970)  -0.511
C (-0.0318, -0.3429, 2.0181)  0.355
C (0.3851, 0.4529, 0.9163)  -0.447
C (0.1229, 0.0493, -0.3146)  0.484
F (-0.6619, -1.0068, -0.5495)  -0.269
Cl (0.4024, 1.0783, -1.7286)  0.014
H (0.1880, -0.0886, 3.0343)  0.141
H (0.9998, 1.2071, 1.2033)  0.233

Properties
**Calculated total energy**: -20428.9750 eV
**Total charge**: 0
**Relative energy (zero: lowest compared OMol25 entry of this formula, charge and spin)**: 16.30 kcal per mole
**SMILES string**: O=C/C=C(\F)Cl
**Orbital gap**: 9.655 eV
**Molar mass**: 108.50 g/mol
**LUMO**: -0.4 eV



Entry from the Open Molecules 2025 dataset: a cluster of 2 separate species, C3H11N2 in total in a non-equilibrium geometry (wB97M-V/def2-TZVPD).

Last column: natural (NBO) charge in e.
CARTESIAN COORDINATES (ANGSTROEM)
C (1.9490, -0.6381, 1.1319)  -0.420
N (0.7145, 0.0959, 1.5314)  -0.736
H (2.6720, 0.0601, 0.7138)  0.232
H (1.7063, -1.3061, 0.3091)  0.224
H (2.3311, -1.1399, 2.0141)  0.231
H (0.8297, 0.9075, 2.1277)  0.421
H (-0.0506, 0.2587, 0.6208)  0.442
H (0.2210, -0.5513, 2.1248)  0.407
C (-1.1234, -0.9662, -1.2126)  -0.452
C (-1.1527, 1.3792, -1.1099)  0.054
N (-0.6749, 0.2947, -0.6576)  -0.457
H (-0.4596, -1.3086, -2.0097)  0.236
H (-1.0569, -1.7430, -0.4592)  0.210
H (-2.1365, -0.9601, -1.6130)  0.221
H (-0.8194, 2.3317, -0.7178)  0.196
H (-2.0449, 1.3765, -1.7323)  0.191

Properties
**Calculated total energy**: -6262.3630 eV
**Total charge**: +1
**Relative energy (zero: lowest compared OMol25 entry of this formula, charge and spin)**: 28.10 kcal per mole
**Orbital gap**: 11.672 eV
**Molar mass**: 75.13 g/mol
**LUMO**: -3.4 eV



Entry from the Open Molecules 2025 dataset: a cluster of 2 separate species, C7H5F5O in total in a non-equilibrium geometry (wB97M-V/def2-TZVPD).

Last column: natural (NBO) charge in e.
CARTESIAN COORDINATES (ANGSTROEM)
C (-1.1866, 1.5078, 0.9829)  -0.431
C (1.4218, -1.3216, -1.6135)  -0.628
C (-0.3384, 0.5060, 0.8993)  0.086
C (1.4184, -2.1087, -0.5503)  0.458
C (0.0165, -1.8041, 0.9757)  0.150
C (0.5742, -2.3152, 2.2708)  0.590
C (-0.4603, -3.0834, 1.5714)  0.567
O (-0.8764, -0.7978, 0.8328)  -0.406
F (2.1365, -3.1035, -0.2775)  -0.286
F (1.7672, -2.9198, 2.2101)  -0.295
F (0.2454, -1.8450, 3.4957)  -0.297
F (-1.7497, -3.2537, 2.0067)  -0.306
F (-0.0026, -4.1954, 1.0157)  -0.300
H (-0.9144, 2.5605, 1.0534)  0.220
H (-2.2633, 1.4685, 1.1410)  0.223
H (1.9936, -1.4946, -2.4740)  0.212
H (0.7786, -0.4307, -1.7309)  0.222
H (0.8430, 0.6266, 0.6877)  0.223

Properties
**Calculated total energy**: -22964.5533 eV
**Total charge**: 0
**Relative energy (zero: lowest compared OMol25 entry of this formula, charge and spin)**: 44.17 kcal per mole
**Orbital gap (spin up / spin down)**: 6.791 / 6.644 eV
**Molar mass**: 200.11 g/mol
**LUMO (spin up / spin down)**: 0.8 / -3.2 eV
**2S+1**: 3



Entry from the Open Molecules 2025 dataset: a structure of composition C6H6F2N2 in a non-equilibrium geometry (wB97M-V/def2-TZVPD).

Last column: natural (NBO) charge in e.
CARTESIAN COORDINATES (ANGSTROEM)
C (-1.2712, -1.6422, -1.4835)  0.234
C (1.1387, 0.0603, 0.6088)  -0.103
C (1.3404, -0.1871, 1.8852)  -0.312
C (0.6693, -0.0732, -0.7685)  -0.311
C (1.0201, 1.2942, -0.1819)  0.613
C (-1.2913, -0.2846, -1.0019)  -0.047
N (-1.0929, -2.7297, -1.7714)  -0.285
N (-1.8279, -0.0158, 0.2700)  -0.804
F (2.0937, 2.0539, -0.4750)  -0.314
F (-0.0375, 2.1614, 0.1332)  -0.363
H (1.6264, 0.5929, 2.4288)  0.205
H (1.2879, -1.2189, 2.2531)  0.209
H (1.2213, -0.4323, -1.6820)  0.258
H (-1.6239, 0.4536, -1.6813)  0.235
H (-1.7903, -0.8634, 0.7946)  0.377
H (-1.4627, 0.8312, 0.6718)  0.408

Properties
**Calculated total energy**: -14730.0082 eV
**Total charge**: 0
**Relative energy (zero: lowest compared OMol25 entry of this formula, charge and spin)**: 91.02 kcal per mole
**Orbital gap**: 9.098 eV
**Molar mass**: 144.12 g/mol
**LUMO**: -0.2 eV



Entry from the Open Molecules 2025 dataset: the molecule C4H10N2O2 in a non-equilibrium geometry (wB97M-V/def2-TZVPD).

Last column: natural (NBO) charge in e.
CARTESIAN COORDINATES (ANGSTROEM)
C (1.3350, 1.0803, -0.9639)  -0.671
C (0.4269, 1.1885, 0.2496)  0.291
O (0.8186, 1.7521, 1.2990)  -0.731
H (-0.6436, 1.4984, -0.2301)  0.035
H (1.3764, 2.0455, -1.4642)  0.235
H (0.9522, 0.3366, -1.6667)  0.198
H (2.3352, 0.7700, -0.6587)  0.207
C (-0.3965, -0.3939, 0.8365)  0.247
N (0.5044, -1.4986, 0.7757)  -0.880
N (-1.2778, -1.0278, -1.3509)  -0.744
C (-1.3940, -0.3099, -0.2068)  0.195
O (-0.9161, -0.1422, 2.0967)  -0.710
H (-0.3013, 0.5323, 2.4694)  0.502
H (1.4315, -1.3232, 0.4119)  0.372
H (0.6969, -1.8497, 1.7115)  0.390
H (-0.5402, -1.7236, -1.3559)  0.422
H (-2.0779, -1.1214, -1.9572)  0.411
H (-2.3295, 0.1869, 0.0042)  0.232

Properties
**Calculated total energy**: -11382.5076 eV
**Total charge**: 0
**Relative energy (zero: lowest compared OMol25 entry of this formula, charge and spin)**: 101.36 kcal per mole
**Orbital gap**: 7.583 eV
**Molar mass**: 118.14 g/mol
**LUMO**: 0.1 eV



Entry from the Open Molecules 2025 dataset: a cluster of 2 separate species, C25H36F2NO4Si2 in total in a non-equilibrium geometry (wB97M-V/def2-TZVPD).

Last column: natural (NBO) charge in e.
CARTESIAN COORDINATES (ANGSTROEM)
C (-5.5997, 1.4901, 1.1030)  -0.262
O (-4.3257, 0.8924, 1.2133)  -0.509
C (-3.3331, 1.5888, 0.6312)  0.786
O (-3.5116, 2.6637, 0.0783)  -0.588
C (-2.0170, 0.8548, 0.6443)  -0.481
C (-0.9687, 1.1852, 1.6794)  -0.461
C (0.1083, 0.1399, 1.4828)  0.208
C (-0.2268, -1.1787, 1.6186)  -0.468
N (1.2911, 0.5122, 0.7941)  0.062
O (2.1902, 1.1691, 1.7337)  -0.757
Si (3.4971, 0.1412, 2.1897)  1.890
C (5.0542, 0.9626, 1.5638)  -1.152
C (3.4946, 0.0602, 4.0519)  -1.149
C (3.1855, -1.4835, 1.3452)  -1.175
O (0.9357, 1.4594, -0.1407)  -0.720
Si (1.4067, 3.1012, 0.0671)  1.878
C (3.0816, 3.2113, -0.7298)  -1.159
C (0.0271, 3.9263, -0.8829)  -1.158
C (1.4419, 3.8148, 1.8086)  -1.134
H (-6.2464, 0.9141, 1.7574)  0.202
H (-5.5442, 2.5278, 1.4121)  0.209
H (-5.9390, 1.4364, 0.0705)  0.185
H (-2.2599, -0.1943, 0.7922)  0.190
H (-1.5595, 0.9612, -0.3478)  0.243
H (-0.6105, 2.2147, 1.5847)  0.246
H (-1.3932, 1.0430, 2.6846)  0.229
H (0.5496, -1.9377, 1.5612)  0.226
H (-1.2426, -1.3974, 1.9758)  0.199
H (5.9019, 0.3021, 1.7965)  0.246
H (5.0564, 1.1141, 0.4778)  0.246
H (5.2691, 1.9304, 2.0352)  0.250
H (4.2128, -0.7054, 4.3824)  0.247
H (3.7826, 1.0146, 4.5161)  0.254
H (2.5069, -0.2264, 4.4365)  0.245
H (4.0810, -1.7892, 0.7868)  0.252
H (2.9451, -2.2534, 2.0893)  0.233
H (2.3486, -1.3665, 0.6396)  0.260
H (3.2037, 4.2292, -1.1298)  0.246
H (3.9097, 3.0098, -0.0382)  0.247
H (3.1578, 2.5042, -1.5669)  0.246
H (0.1011, 5.0159, -0.7475)  0.246
H (0.1392, 3.6945, -1.9510)  0.241
H (-0.9765, 3.5992, -0.5730)  0.256
H (1.2053, 4.8888, 1.7117)  0.238
H (0.7185, 3.3851, 2.5111)  0.239
H (2.4433, 3.7244, 2.2541)  0.246
F (-4.0140, -1.1829, -6.3356)  -0.292
C (-3.3705, -1.2121, -5.1268)  0.495
C (-4.0031, -0.6731, -4.0066)  -0.291
C (-3.3667, -0.7727, -2.7844)  -0.078
C (-2.1296, -1.4698, -2.6341)  -0.174
C (-1.6342, -1.8242, -1.3150)  0.113
C (-0.8021, -2.9388, -1.0127)  -0.116
C (-0.6977, -3.4236, 0.3332)  -0.034
C (0.3752, -4.1790, 0.7739)  -0.333
C (1.2271, -4.6892, -0.2193)  0.537
F (2.3713, -5.3148, 0.1891)  -0.287
C (0.9623, -4.5723, -1.5776)  -0.320
C (-0.0679, -3.7407, -1.9737)  -0.081
C (-1.4657, -1.8266, -3.8416)  -0.099
C (-2.1001, -1.7853, -5.0684)  -0.288
H (-4.9843, -0.2069, -4.1103)  0.265
H (-3.8247, -0.3255, -1.8987)  0.235
H (-2.1662, -1.3447, -0.4917)  0.232
H (-1.5132, -3.1437, 1.0130)  0.236
H (0.5634, -4.3549, 1.8389)  0.270
H (1.5541, -5.1342, -2.3291)  0.269
H (-0.3606, -3.7128, -3.0222)  0.232
H (-0.4154, -2.1263, -3.8105)  0.229
H (-1.6295, -2.1963, -5.9626)  0.262

Properties
**Calculated total energy**: -57370.8875 eV
**Total charge**: +1
**Relative energy (zero: lowest compared OMol25 entry of this formula, charge and spin)**: 7.67 kcal per mole
**Orbital gap**: 5.053 eV
**Molar mass**: 508.73 g/mol
**LUMO**: -5.9 eV